1.
{"formula": "C7H8", "method": "ωB97M-V/def2-TZVPD", "symbols": ["C", "C", "C", "C", "C", "C", "C", "H", "H", "H", "H", "H", "H", "H", "H"], "positions_angstrom": [[-0.392754, -1.751866, 0.742032], [1.153162, 0.105338, -0.455383], [0.659923, 0.724599, 0.862963], [0.310237, 1.214119, -1.126550], [-0.107299, -0.395421, 0.158227], [0.269527, 1.988031, 0.161029], [-1.014290, 0.547425, -0.676191], [1.034366, 0.639119, 1.875102], [0.450210, -2.102046, 1.349288], [0.444544, 1.658613, -2.112310], [-1.501727, 1.289747, 0.005798], [-1.760192, 0.243441, -1.408465], [-0.556457, -2.498258, -0.046723], [-1.283523, -1.736432, 1.378718], [2.112493, -0.360602, -0.653211]], "forces_ev_per_angstrom": [[0.00, 0.10, 0.06], [0.05, -0.30, -0.32], [0.10, 0.29, 0.55], [-0.01, 0.41, -0.12], [-0.13, -0.05, 0.03], [1.20, 0.09, 0.11], [-0.59, 0.08, 0.07], [-0.01, -0.11, -0.09], [-0.10, 0.11, -0.10], [-0.12, 0.00, 0.26], [-0.55, -0.64, -0.27], [0.29, -0.36, -0.21], [0.02, 0.24, 0.10], [0.11, 0.04, -0.05], [-0.26, 0.09, -0.01]], "lumo_energy_ev": 0.7763, "e_homo_ev": -7.916, "orbital_gap_ev": 8.693}

---

2.
{"formula": "C3H18N2O7Pt", "method": "ωB97M-V/def2-TZVPD", "symbols": ["Pt", "O", "O", "O", "O", "O", "O", "O", "N", "N", "C", "C", "C", "H", "H", "H", "H", "H", "H", "H", "H", "H", "H", "H", "H", "H", "H", "H", "H", "H", "H"], "positions_angstrom": [[5.067278, 3.977934, 7.807146], [6.225622, 4.025690, 5.877418], [4.584014, 6.103911, 7.333019], [3.436414, 3.374572, 6.355585], [3.182719, 4.461195, 9.131151], [5.753791, 4.833648, 9.876380], [4.565438, 1.799549, 8.596498], [7.131942, 2.964880, 8.383045], [2.999966, 0.189735, 8.748924], [4.970343, -0.050769, 9.890991], [4.745231, 5.709912, 10.439876], [4.196973, 0.691386, 9.085832], [3.491709, 4.855910, 10.491153], [6.243324, 4.494963, 10.635348], [7.162566, 4.266792, 5.870667], [3.642323, 6.321727, 7.276482], [6.030898, 3.751102, 4.969226], [2.362740, 0.708778, 8.186625], [3.575342, 4.014793, 11.184012], [2.217733, 4.447845, 9.107759], [5.014602, 5.998378, 11.459144], [4.655589, 6.667888, 9.937159], [5.048295, 6.853223, 6.928988], [2.657614, 2.855375, 6.589848], [7.380716, 2.462026, 9.169867], [2.640672, 5.389000, 10.928708], [5.935261, 0.175352, 10.036018], [4.562746, -0.773154, 10.458650], [7.964513, 3.108292, 7.912007], [2.829001, -0.757408, 9.045452], [3.278058, 3.678589, 5.449458]], "forces_ev_per_angstrom": [[-1.56, -0.40, -0.04], [0.87, 0.16, -0.52], [-0.28, 0.78, -0.28], [-0.40, 0.07, -0.65], [-0.38, 0.16, 1.18], [0.19, 1.18, 0.41], [-0.03, -0.91, 0.62], [1.19, -0.35, 0.14], [0.51, -0.81, 0.93], [-0.15, -0.11, 0.26], [-0.40, -0.76, 1.18], [0.37, 1.81, -1.37], [-0.51, 0.99, 0.42], [0.25, -0.26, -0.37], [-0.14, 0.02, -0.04], [0.11, -0.15, 0.10], [-0.15, -0.15, 0.23], [-0.19, -0.03, -0.10], [0.54, -0.36, -0.51], [0.11, -0.33, -0.56], [0.14, -0.25, 0.02], [-0.01, -0.35, -0.70], [0.19, -0.31, 0.03], [0.21, -0.08, 0.17], [-0.14, 0.01, -0.12], [0.10, 0.39, -0.38], [-0.02, 0.14, 0.02], [0.15, -0.15, -0.02], [-0.05, -0.08, 0.13], [-0.64, 0.07, -0.36], [0.13, 0.05, 0.16]], "lumo_energy_ev": [-6.2212, -7.4757], "multiplicity": 3, "e_homo_ev": [-16.491, -16.380], "total_charge": 2, "orbital_gap_ev": [10.270, 8.904]}

---

It is found that the energy above the lowest of the compared OMol25 structures with the same formula, charge and spin values, taken in the order of the records, are 146.5; 0.0 kcal/mol.
It is found that the electronic energy values, taken in the order of the records, are -7382.3950; -23945.3472 eV.